Entry from the Open Molecules 2025 dataset: a 2-piece molecular cluster, C2H6N2OP overall at a distorted geometry (ωB97M-V with the def2-TZVPD basis set).

Properties
2S+1: 1
F_max: 0.0770 hartree/bohr
ΔE to the lowest compared entry with this formula, charge and spin: 331.3 kJ/mol
Charge: -1

Geometry as XYZ:
```
12
C2H6N2OP, DFT ωB97M-V with the def2-TZVPD basis set
H -1.16 0.30 1.48
H -0.93 1.18 -2.04
N 1.23 1.00 -0.27
C -1.01 0.04 0.43
H 1.38 -0.52 -1.25
H 0.53 -1.52 1.28
H -1.96 -0.12 -0.04
P -0.35 1.58 -0.21
H -0.08 -1.96 -0.37
N 1.34 -0.39 -0.31
O 0.90 1.53 1.07
C 0.12 -1.10 0.23
```

Entry from the Open Molecules 2025 dataset: C26H30GaN9 as an isolated structure at a distorted geometry (ωB97M-V with the def2-TZVPD basis set).

Properties
2S+1: 1
Calculated total energy: -93218.60470 eV
F_max: 0.0403 hartree/bohr
Charge: +2

Geometry as XYZ:
```
66
C26H30GaN9, DFT ωB97M-V with the def2-TZVPD basis set
H 0.62 3.74 1.64
C 4.27 -0.55 -1.00
H 1.93 -3.75 -0.41
H -1.60 -6.85 0.56
N -2.10 -0.06 -0.59
C -2.10 1.87 0.88
C 0.31 -5.59 1.84
N 2.49 0.34 0.05
C 2.52 4.63 -2.08
H -1.95 -3.28 1.02
C -3.69 1.45 -0.92
H 0.81 5.92 -1.86
H -3.97 2.02 1.88
H -3.68 3.09 4.53
C 0.94 2.70 -0.73
N 0.14 1.84 -0.09
H 0.71 -5.07 2.71
C 0.47 4.02 -1.00
H -0.54 4.26 -0.70
N 2.81 1.11 -1.01
H 0.61 -7.11 -0.28
H -2.61 -1.35 -2.15
H 3.35 -1.37 0.87
N 1.19 -5.35 0.70
H 1.65 -3.42 1.33
C -0.59 -4.11 -1.04
H 5.08 -1.21 -1.24
C 3.89 0.59 -1.66
H -0.93 4.65 3.30
C 3.37 -0.65 0.07
H 1.33 -5.86 -1.33
H -3.05 4.74 4.30
H 0.07 -3.94 -1.90
C -2.84 -0.44 -1.63
H 4.28 1.01 -2.56
H -0.57 -3.14 2.14
Ga 0.19 -0.68 -0.07
H 3.27 5.62 -3.80
C -0.76 2.35 0.79
H 3.03 6.66 -2.40
C 2.23 2.35 -1.25
C -2.55 3.36 2.75
C 0.66 -6.04 -0.48
H 4.41 5.55 -2.47
H -4.60 0.44 -2.65
H 4.00 3.11 -2.16
H 0.26 -6.66 2.04
N -2.63 1.09 -0.16
C -0.95 -3.66 1.26
H -2.55 -5.41 0.14
C 2.99 3.34 -1.87
H -1.59 -3.73 -1.28
C -3.86 0.48 -1.88
N -0.67 -5.53 -0.78
C -3.48 3.87 3.79
H -4.44 4.14 3.35
C 1.26 -3.93 0.44
N -1.02 -5.08 1.53
C 3.36 5.67 -2.71
C -1.55 -5.77 0.36
C -2.95 2.38 1.84
C -1.25 3.86 2.64
C 1.22 4.94 -1.67
N -0.07 -3.38 0.12
C -0.39 3.38 1.69
H -4.21 2.37 -0.74
```

Entry from the Open Molecules 2025 dataset: C7H9N in the gas phase at a distorted geometry (ωB97M-V with the def2-TZVPD basis set).

Properties
2S+1: 1
F_max: 0.0319 hartree/bohr
ΔE to the lowest compared entry with this formula, charge and spin: 612.5 kJ/mol

Geometry as XYZ:
```
17
C7H9N, DFT ωB97M-V with the def2-TZVPD basis set
H 2.91 0.51 0.14
C -1.65 -0.41 0.17
H 1.44 -1.49 -0.33
C 0.95 -0.56 0.16
N -0.13 1.11 -0.92
C -2.74 0.35 -0.07
H -2.52 1.41 -0.13
C 1.04 -1.57 1.26
H 1.64 2.25 -1.42
H 1.42 -1.26 2.23
C 1.18 1.48 -0.81
C 1.89 0.49 -0.23
H -3.71 -0.09 -0.25
H 0.97 -2.63 1.06
C -0.34 -0.02 -0.24
H -1.62 -1.23 0.87
H -0.73 1.68 -1.49
```

Entry from the Open Molecules 2025 dataset: C3H9NO in the gas phase at a distorted geometry (ωB97M-V with the def2-TZVPD basis set).

Properties
SMILES string: CCONC
2S+1: 1
F_max: 0.1033 hartree/bohr
ΔE to the lowest compared entry with this formula, charge and spin: 336.2 kJ/mol

Geometry as XYZ:
```
14
C3H9NO, DFT ωB97M-V with the def2-TZVPD basis set
C -2.36 -0.57 0.29
N -1.11 0.11 0.87
O 0.12 -0.54 0.50
H 2.81 0.91 -1.28
H -3.17 -0.31 0.82
H -2.43 -0.20 -0.71
C 2.36 0.26 -0.51
C 0.81 0.41 -0.52
H 2.68 0.71 0.45
H -0.98 0.04 1.84
H 0.29 0.23 -1.40
H -2.31 -1.75 0.32
H 0.47 1.37 -0.09
H 2.83 -0.67 -0.57
```

Entry from the Open Molecules 2025 dataset: C10H18CsINO6S as an isolated structure at a distorted geometry (ωB97M-V with the def2-TZVPD basis set).

Properties
2S+1: 1
Calculated total energy: -43913.49931 eV
F_max: 0.0872 hartree/bohr
Charge: +1

Geometry as XYZ:
```
38
C10H18CsINO6S, DFT ωB97M-V with the def2-TZVPD basis set
S 0.40 -0.03 -2.90
O 1.71 -0.29 -3.39
Cs 2.76 1.95 -2.40
I 2.05 3.78 -0.07
O -0.14 -1.19 -2.03
C -1.34 -2.45 0.25
H -3.22 1.20 -0.74
H 2.18 0.57 0.44
H -3.05 -1.73 1.30
H 1.95 -2.95 -0.05
H 1.07 -3.52 1.37
O -0.59 0.44 -3.80
H 1.29 2.29 3.42
H -2.39 -3.25 1.90
C -2.21 1.20 -1.15
C 0.48 -1.04 -0.66
O -1.76 -2.99 -0.73
H -2.21 0.50 -1.98
H 0.56 -4.03 -0.26
H 0.91 0.26 1.61
C -2.12 -2.26 1.52
H -1.55 -1.72 2.28
H 2.66 1.48 2.66
C 0.19 0.46 -0.37
C 1.20 2.30 1.26
H -1.74 2.52 -2.52
H -1.71 -0.11 0.45
C 0.96 -3.21 0.33
C -1.27 0.77 -0.03
C 1.16 0.87 0.73
C 1.99 2.34 2.58
O 0.55 1.04 -1.69
O -1.88 2.51 -1.57
H 0.20 2.67 1.42
H 1.55 -1.15 -0.83
N 0.08 -2.01 0.26
H 2.59 3.24 2.69
H -1.30 1.55 0.72
```

Entry from the Open Molecules 2025 dataset: C6H16N2O as an isolated structure at a distorted geometry (ωB97M-V with the def2-TZVPD basis set).

Properties
2S+1: 1
F_max: 0.0461 hartree/bohr
ΔE to the lowest compared entry with this formula, charge and spin: 238.9 kJ/mol

Geometry as XYZ:
```
25
C6H16N2O, DFT ωB97M-V with the def2-TZVPD basis set
H -0.07 -0.77 2.03
N -1.46 -1.01 -0.42
H -2.87 -2.01 -1.67
N 1.27 -0.67 -0.34
H 2.60 1.19 -1.60
H 1.64 -0.83 -1.26
H -0.28 0.64 3.06
C 2.57 1.39 -0.53
H 3.56 1.21 -0.11
C -1.87 0.39 -0.78
H 0.23 -1.01 -0.23
H 2.34 2.45 -0.40
C 0.83 1.05 1.27
C 0.43 0.12 2.41
H -2.94 0.38 -1.07
C -1.80 -2.00 -1.43
C 1.56 0.54 0.19
H -1.51 -2.99 -1.09
H -1.93 -1.22 0.46
H -0.54 1.21 0.68
H 1.18 2.01 1.61
H -1.26 -1.77 -2.34
H 1.29 -0.18 3.01
O -1.66 1.26 0.23
H -1.29 0.63 -1.70
```

Entry from the Open Molecules 2025 dataset: BaH12O6 as an isolated structure (ωB97M-V with the def2-TZVPD basis set).

Properties
2S+1: 1
F_max: 0.0188 hartree/bohr
ΔE to the lowest compared entry with this formula, charge and spin: 27.0 kJ/mol
Charge: +2

Geometry as XYZ:
```
19
BaH12O6, DFT ωB97M-V with the def2-TZVPD basis set
H -1.43 0.20 3.11
O -0.74 0.77 2.76
H -1.08 -2.61 -0.88
O 1.90 -2.25 -0.68
Ba 0.37 0.17 0.14
H 1.00 -0.71 -3.29
H -2.96 1.16 0.23
O -1.29 -1.68 -1.00
H -2.43 1.04 -1.18
H -2.23 -1.62 -0.82
H 2.24 -1.86 -1.49
H 2.22 2.91 1.76
H 1.75 1.97 2.84
H 2.52 -2.95 -0.47
H -0.89 1.61 3.18
O 0.93 0.01 -2.66
H 0.56 0.73 -3.17
O -2.16 1.00 -0.26
O 1.73 2.10 1.89
```

Entry from the Open Molecules 2025 dataset: C23H23N3O4S2 in the gas phase at a distorted geometry (ωB97M-V with the def2-TZVPD basis set).

Properties
SMILES string: Cc1[nH]c2ccccc2c1C(=O)CSc1nc2cc(S(=O)(=O)N3CCCCC3)ccc2o1
2S+1: 1
F_max: 0.0241 hartree/bohr
ΔE to the lowest compared entry with this formula, charge and spin: 22.2 kJ/mol

Geometry as XYZ:
```
55
C23H23N3O4S2, DFT ωB97M-V with the def2-TZVPD basis set
H -1.35 1.84 2.25
C -5.22 -1.67 -1.37
C 5.32 -0.84 0.96
C 0.78 -0.88 0.60
O 6.10 -0.71 -1.28
S -2.61 1.06 -0.18
C 3.29 0.02 -2.01
C 4.02 0.32 -0.87
H -5.07 -2.32 2.02
C -4.68 -2.07 1.03
H -5.37 0.45 -0.97
H 6.33 -1.17 1.21
H 3.42 -0.56 -4.04
H -4.12 0.04 -2.17
C 2.73 -1.57 1.04
H 1.42 0.70 -2.70
C 3.29 1.33 -0.16
H 2.76 3.65 2.22
H -3.89 -2.78 0.77
C -4.60 -0.28 -1.24
C -0.72 1.08 1.83
H -6.59 -1.44 0.27
H 0.71 3.99 0.93
C 1.17 2.53 -0.54
C 3.53 2.10 0.98
S 4.28 -2.36 1.02
N -3.56 -0.32 -0.23
O -3.22 2.09 0.62
C -0.43 -0.54 0.03
N 1.77 -1.75 0.20
H -4.81 0.07 1.41
C -5.78 -2.11 -0.02
H 4.58 -1.35 -2.97
H -3.22 -0.63 1.78
H -4.45 -2.37 -1.69
C 2.12 1.58 -0.92
N 2.15 0.76 -2.01
O -2.23 1.39 -1.52
C 1.23 -0.22 1.76
C 5.24 -0.38 -0.49
H 0.28 2.68 -1.12
C -4.06 -0.67 1.08
C -1.15 0.45 0.66
C 3.56 -0.99 -3.05
C 2.59 3.05 1.35
C 0.49 0.75 2.41
C 1.42 3.25 0.60
H 4.94 -0.13 1.69
H -0.80 -0.99 -0.88
H -6.19 -3.12 -0.09
O 2.48 -0.68 2.03
H 2.87 -1.83 -2.94
H 0.85 1.24 3.30
H -6.01 -1.64 -2.12
H 4.43 1.98 1.56
```

Entry from the Open Molecules 2025 dataset: C22H30BrHgN4OSSi2 as an isolated structure at a distorted geometry (ωB97M-V with the def2-TZVPD basis set).

Properties
2S+1: 2
F_max: 0.2062 hartree/bohr
ΔE to the lowest compared entry with this formula, charge and spin: 1470.4 kJ/mol
Charge: -2

Geometry as XYZ:
```
62
C22H30BrHgN4OSSi2, DFT ωB97M-V with the def2-TZVPD basis set
H 4.59 5.00 -4.51
C -0.94 1.87 -4.00
C -2.39 2.29 0.85
C 1.16 1.08 3.41
N 2.14 0.99 -1.32
C 2.16 2.87 4.27
H 4.30 2.05 -2.67
H -3.91 -0.87 -0.53
N -1.92 -4.76 0.99
C -4.29 -4.00 -0.16
C 1.15 1.14 -2.19
H 5.54 -1.95 6.87
H -5.10 -4.78 1.60
H 4.69 0.38 0.02
H -0.89 0.68 4.00
C 1.25 2.96 5.37
H -2.58 -1.53 1.19
H 0.72 2.69 -5.15
H -1.64 2.72 0.16
C 0.38 2.19 -4.29
H 2.51 -2.07 -2.23
H -0.76 2.45 5.79
C -3.04 -5.04 1.67
H -2.90 -2.87 -1.66
C -1.20 1.07 -2.86
C 4.69 -0.67 -0.58
Br -0.22 -3.68 -1.01
H 2.10 -1.30 -3.75
H -3.83 0.39 -1.74
H -1.78 2.42 1.80
C -2.42 -0.60 1.55
H 4.18 -1.34 0.20
H 2.92 3.60 4.37
Si -2.03 0.56 0.17
Hg 1.43 -0.03 0.45
C 0.02 1.23 4.21
H 5.10 0.40 -3.78
C 1.44 1.89 -3.31
C -3.07 -3.66 -0.83
H 3.84 -1.88 -3.14
H -2.06 0.60 -3.14
H 2.41 2.16 -3.49
C -0.18 0.84 -1.93
H -3.15 3.07 0.81
H 1.23 3.84 6.11
H -4.28 0.55 0.02
H -3.00 -5.56 2.55
H -1.57 2.10 -4.68
N 2.14 1.92 3.35
H -1.82 -0.75 2.41
C 0.07 2.22 5.22
C -3.56 0.20 -0.70
H 5.66 0.54 -2.21
C 4.97 0.96 -3.00
N -0.61 0.21 -0.71
C 2.86 -1.34 -2.84
Si 3.56 0.04 -1.81
H -3.56 -0.24 1.90
S 1.18 -0.56 2.70
O -5.56 -3.83 -0.63
C -1.98 -4.17 -0.30
C -4.18 -4.67 1.15
```

Entry from the Open Molecules 2025 dataset: an isolated ion of composition C8H15N4 and charge +1 at a distorted geometry (ωB97M-V with the def2-TZVPD basis set).

Properties
SMILES string: CC(C)[C@@H]1[NH2+]CCn2ncnc21
2S+1: 1
F_max: 0.1114 hartree/bohr
ΔE to the lowest compared entry with this formula, charge and spin: 140.1 kJ/mol
Charge: +1

Geometry as XYZ:
```
27
C8H15N4, DFT ωB97M-V with the def2-TZVPD basis set
C -1.18 3.05 0.78
C 2.11 0.30 0.43
N -1.25 1.47 -0.63
H -1.72 -1.48 -2.36
H -2.30 -0.97 -0.59
C -0.61 1.02 0.48
C -1.76 0.62 -1.82
C -0.27 -0.57 0.67
N -1.58 2.78 -0.45
H -0.98 0.74 -2.54
C 1.20 -0.65 1.28
H 2.32 0.07 -0.63
N -0.54 1.99 1.35
H -0.17 -2.13 -0.70
C -1.67 -0.80 -1.41
H 2.99 0.36 0.97
H 1.65 1.27 0.23
H -2.68 1.11 -2.14
H 1.18 -0.19 2.23
H -1.28 4.00 1.19
H 2.75 -2.23 1.74
N -0.29 -1.12 -0.74
H 0.37 -0.67 -1.36
H -1.10 -0.95 1.16
H 2.15 -2.17 0.10
C 1.77 -2.09 1.21
H 0.88 -2.77 1.59
```

Entry from the Open Molecules 2025 dataset: C4H6Cl2 as an isolated structure at a distorted geometry (ωB97M-V with the def2-TZVPD basis set).

Properties
2S+1: 1
F_max: 0.0674 hartree/bohr
ΔE to the lowest compared entry with this formula, charge and spin: 36.3 kJ/mol

Geometry as XYZ:
```
12
C4H6Cl2, DFT ωB97M-V with the def2-TZVPD basis set
H 0.29 -1.70 -1.05
H -0.01 0.94 1.60
H 1.96 0.34 0.30
Cl 1.15 1.02 -1.83
Cl -2.38 -0.97 0.85
H -1.24 0.06 -0.97
C 0.95 0.32 -0.16
H -0.41 1.97 0.18
C -0.19 0.94 0.53
C 0.27 -1.05 -0.17
H 0.60 -1.64 0.71
C -0.98 -0.23 0.00
```

Entry from the Open Molecules 2025 dataset: C5H9NO as an isolated structure at a distorted geometry (ωB97M-V with the def2-TZVPD basis set).

Properties
2S+1: 1
F_max: 0.1485 hartree/bohr
ΔE to the lowest compared entry with this formula, charge and spin: 691.2 kJ/mol

Geometry as XYZ:
```
16
C5H9NO, DFT ωB97M-V with the def2-TZVPD basis set
H -1.66 1.90 0.25
H 0.79 -0.85 -1.70
H 2.63 1.27 -0.71
C 1.90 0.64 0.08
H 2.26 0.81 1.15
H -1.48 -2.05 -0.41
N -1.83 -0.21 -0.12
H -0.48 -1.51 1.23
C -0.76 -1.38 0.07
C -1.20 1.11 -0.31
C 0.58 -0.75 -0.53
O 1.81 -0.79 -0.12
H -2.03 -0.34 0.97
H -1.00 1.41 -1.27
C 0.25 0.53 0.13
H 0.21 0.22 1.29
```

- Look up the F_max of the ninth one.
  0.2062 hartree/bohr

- Look up the 2S+1 of the eighth one.
  1

- The lowest F_max belongs to which entry?
  BaH12O6